(1)
56
Properties=species:S:1:pos:R:3:forces:R:3:lowdin_spin:R:1 method="wB97M-V/def2-TZVPD" total_energy_ha=-2723.720720 total_charge=+1 e_homo_ev="-10.39 / -10.43" spin_multiplicity=5 orbital_gap_ev="5.72 / 5.76" e_lumo_ha="-0.1715 / -0.1715" s2=6.009
C 0.77681 -0.49960 -4.24137 0.157 -0.111 0.781 0.00
C 0.96807 -0.36544 -2.86834 -0.188 -0.369 -0.053 0.00
C 0.40884 0.78032 -2.21884 -0.376 0.337 1.171 0.00
C -0.37001 1.72760 -2.95180 -0.194 -0.723 0.037 0.00
C -0.66236 1.45031 -4.31328 0.180 -0.114 -0.402 0.00
C -0.04619 0.38666 -4.95519 -0.627 0.828 -0.019 0.00
C -0.90142 2.80760 -2.22868 1.608 1.071 -0.800 0.00
C -0.25561 3.23520 -1.05187 -0.460 -0.483 0.048 0.00
C 0.51522 2.25329 -0.35509 -1.016 -1.573 -0.390 0.00
C 1.03750 2.51835 0.94293 -0.154 0.345 0.719 0.00
C 0.74302 3.74557 1.53768 0.440 -1.194 -0.308 0.00
C -0.06807 4.68996 0.88405 -0.503 0.569 -0.691 0.00
C -0.54611 4.45481 -0.38974 -0.186 0.519 0.494 0.00
H 1.25497 -1.32710 -4.77555 -0.141 0.290 0.247 0.00
H -1.35228 2.12149 -4.83573 0.387 -0.273 0.037 0.00
H -0.20263 0.22731 -6.02379 -0.008 0.058 0.368 0.00
H -1.64763 3.44784 -2.70628 0.194 -0.128 0.173 0.00
H 1.12959 3.95773 2.54083 -0.141 -0.061 -0.412 0.00
H -0.32668 5.61347 1.41126 0.123 -0.318 -0.322 0.00
H -1.18971 5.17879 -0.90368 0.327 -0.215 0.307 0.00
N 0.50082 0.95023 -0.83666 2.456 1.069 -1.135 -0.01
Pm -1.13281 -0.52771 0.13158 -1.483 0.684 -0.775 4.06
C 1.71295 -1.42418 -2.06988 -0.049 0.027 -0.022 0.00
H 2.35350 -0.96845 -1.29824 -0.113 -0.078 -0.326 0.00
H 2.32004 -2.06124 -2.72844 -0.014 0.306 0.114 0.00
C 1.78334 1.42885 1.69036 -0.027 0.038 -0.100 0.00
H 2.51354 0.92221 1.04371 -0.091 0.250 0.104 0.00
H 2.29419 1.82334 2.57782 0.010 0.061 -0.276 0.00
P 0.53121 -2.54286 -1.15643 0.799 0.053 -0.764 -0.01
P 0.62339 0.11200 2.26852 0.364 0.713 0.508 -0.01
C -0.19453 0.95648 3.66056 -0.193 -0.088 0.123 0.00
H -0.97110 0.29894 4.07750 0.223 0.250 -0.019 0.00
H 0.56577 1.17377 4.42356 -0.289 0.006 -0.092 0.00
H -0.66505 1.88905 3.32499 0.054 -0.239 0.060 0.00
C 1.71629 -1.05722 3.12633 0.010 -0.305 -0.049 0.00
H 2.08307 -0.59308 4.05203 0.013 -0.199 -0.258 0.00
H 1.15226 -1.97362 3.35705 0.225 0.258 0.002 0.00
H 2.55865 -1.31469 2.47098 -0.148 0.002 0.214 0.00
C -0.12661 -3.56771 -2.50911 -0.318 -0.153 0.094 0.00
H 0.64591 -4.19897 -2.95952 -0.091 0.109 0.077 0.00
H -0.92073 -4.19781 -2.09258 0.154 -0.022 -0.191 0.00
H -0.57436 -2.92973 -3.27629 0.048 -0.058 0.075 0.00
C 1.63736 -3.67247 -0.24005 -0.174 -0.102 0.393 0.00
H 1.06900 -4.05172 0.62545 0.308 -0.016 -0.277 0.00
H 1.96573 -4.51278 -0.86914 -0.047 0.313 0.206 0.00
H 2.51072 -3.12356 0.14254 -0.263 -0.172 -0.137 0.00
C -2.47374 1.52733 -0.62425 1.022 -1.950 -2.463 -0.01
O -2.50724 1.31757 0.58270 -0.888 1.492 1.637 0.00
H -2.84815 2.40971 -1.25354 -0.762 -0.340 2.027 0.00
F -3.22411 -3.57476 4.36939 0.314 0.862 -0.988 0.00
C -3.01104 -2.61867 3.44173 -0.827 0.167 0.564 0.00
F -4.10222 -2.57149 2.61979 1.107 -0.044 0.778 0.00
F -2.94377 -1.40847 4.10543 -0.086 -1.007 -0.638 0.00
C -1.67167 -2.78976 2.64751 0.388 -0.373 0.531 0.00
O -0.76832 -3.45936 3.12121 -1.035 0.851 -0.802 0.00
O -1.66759 -2.07331 1.55589 -0.018 -0.822 0.817 -0.01

(2)
56
Properties=species:S:1:pos:R:3:forces:R:3:lowdin_charge:R:1 method="wB97M-V/def2-TZVPD" total_energy_ha=-2162.033824 relative_energy_kcal_mol=60.1 total_charge=+2 e_homo_ev=-14.17 orbital_gap_ev=5.86 e_lumo_ha=-0.3055
C 2.14885 -2.30582 -2.87463 -0.927 0.476 1.330 0.00
C 1.11971 -1.59473 -2.24243 0.143 0.612 -0.073 -0.22
C 0.58280 -2.01277 -0.97787 0.695 -0.471 0.271 -0.17
C 0.97655 -3.32471 -0.52838 0.351 -0.340 -0.191 -0.13
C 1.97072 -4.06998 -1.23277 0.233 0.218 0.185 0.02
C 2.59894 -3.50697 -2.32420 0.103 -1.352 0.064 -0.04
C 0.37816 -3.88387 0.60781 -0.431 0.579 -0.092 0.11
C -0.75915 -3.25907 1.12164 -0.660 0.551 0.295 -0.14
C -1.13019 -1.94517 0.63664 -0.120 -0.076 0.490 -0.18
C -2.41576 -1.41344 1.05012 0.144 -0.015 0.176 -0.22
C -3.15585 -2.04135 2.07164 0.866 0.404 -0.387 0.01
C -2.70200 -3.25439 2.64158 0.939 -0.770 -0.404 -0.02
C -1.56326 -3.88506 2.11999 -0.921 0.187 0.593 0.02
H 2.64338 -1.89596 -3.74375 -0.240 -0.054 -0.226 0.13
H 2.22623 -5.07471 -0.83559 -0.068 0.833 -0.488 0.14
H 3.38441 -4.07030 -2.82853 -0.157 0.215 0.137 0.13
H 0.72854 -4.80599 1.07435 -0.002 0.138 -0.345 0.15
H -4.06575 -1.55931 2.48972 0.611 -0.450 -0.642 0.14
H -3.26444 -3.72074 3.45942 0.246 0.170 -0.477 0.13
H -1.26840 -4.89923 2.44118 -0.242 0.706 -0.007 0.14
N -0.21466 -1.21916 -0.14753 -1.596 -0.403 -1.132 -0.05
Zr 0.74503 0.95294 0.81064 0.059 0.417 0.528 1.44
C 0.62052 -0.29654 -2.85200 -0.215 0.023 0.599 -0.27
H -0.47809 -0.20127 -2.78130 0.347 -0.265 -0.245 0.10
H 0.94888 -0.10771 -3.88448 -0.088 -0.301 0.281 0.12
C -2.92088 -0.13144 0.40000 1.068 -0.446 0.084 -0.25
H -2.81291 -0.15367 -0.69427 -0.040 -0.210 0.243 0.10
H -3.97909 0.07440 0.63690 0.562 0.045 0.072 0.12
P 1.24014 1.04238 -1.79964 0.731 0.438 -0.716 0.78
P -1.82273 1.23609 1.00660 -2.806 0.119 -0.048 0.81
C -2.53089 1.44099 2.66733 0.482 0.287 0.627 -0.22
H -2.07123 2.32762 3.12535 -0.239 -0.171 0.034 0.07
H -3.62733 1.57075 2.62618 0.542 -0.008 -0.165 0.08
H -2.29019 0.57675 3.30041 -0.061 0.192 -0.171 0.05
C -2.51576 2.64040 0.09610 0.351 0.616 -0.271 -0.23
H -3.57389 2.81219 0.36139 0.503 -0.131 -0.041 0.08
H -1.90665 3.52487 0.33309 -0.408 -0.099 -0.099 0.05
H -2.44637 2.46273 -0.98735 -0.041 0.022 0.278 0.05
C 3.05968 0.99205 -1.93574 0.201 0.051 0.285 -0.22
H 3.35448 1.18642 -2.98049 0.055 -0.017 0.456 0.08
H 3.51732 1.71020 -1.22992 -0.239 -0.062 -0.580 0.05
H 3.42394 0.01110 -1.60915 -0.088 0.052 -0.268 0.05
C 0.73905 2.57908 -2.60770 -0.220 0.320 0.213 -0.22
H 1.05104 3.45167 -2.01344 0.149 -0.234 -0.339 0.05
H 1.17784 2.59902 -3.61933 -0.315 0.203 0.357 0.08
H -0.35964 2.61629 -2.62404 0.282 -0.037 -0.329 0.05
C 0.49402 -0.37869 2.58823 -2.288 1.504 3.872 -0.24
O 0.34817 -0.70115 3.73091 1.237 -0.114 -4.706 0.12
H 0.86596 -0.85795 1.35003 2.150 -1.424 1.062 0.03
F 3.42611 5.13356 1.30615 -1.597 -0.351 -0.518 0.16
C 2.12507 5.01926 0.91037 1.490 0.890 0.402 -0.47
F 1.39520 5.87565 1.65134 0.436 -1.198 -0.968 0.18
F 2.06366 5.37533 -0.40906 -0.250 -0.572 1.366 0.15
C 1.64976 3.51832 1.05700 -0.542 -0.068 -0.530 -0.48
O 2.47151 2.54539 1.00515 -1.049 -0.066 0.016 -0.08
O 0.39942 3.29569 1.08634 0.874 -0.559 0.142 -0.11

(3)
60
Properties=species:S:1:pos:R:3:forces:R:3:lowdin_charge:R:1 method="wB97M-V/def2-TZVPD" total_energy_ha=-1982.562853 relative_energy_kcal_mol=1.7 e_homo_ev=-8.18 orbital_gap_ev=8.08 e_lumo_ha=-0.0038
Rh -0.19289 1.01929 1.20963 -0.215 0.489 0.490 1.19
C -3.04013 1.95681 1.49744 -0.028 -0.030 0.032 -0.07
N -1.65850 2.46672 1.52216 0.192 -0.091 -0.160 -0.38
C -1.37797 3.02726 2.85813 0.037 0.050 -0.021 -0.06
C -1.46032 3.48178 0.45638 -0.053 -0.007 0.014 -0.17
C 0.01686 3.77357 0.31267 0.034 0.099 -0.070 -0.21
N 0.72602 2.49870 0.34690 -0.124 -0.277 0.085 -0.13
C 1.92564 2.39429 -0.34451 0.147 0.054 -0.076 -0.16
C 2.20775 1.35954 -1.24376 -0.080 0.031 0.065 -0.16
F 1.27769 0.44574 -1.52937 -0.021 -0.025 0.025 0.09
C 3.43273 1.26987 -1.87670 0.067 0.006 -0.035 -0.21
F 3.63740 0.25551 -2.72709 -0.008 0.002 0.008 0.10
C 4.42853 2.20485 -1.67963 -0.027 -0.024 0.000 0.07
C 4.15981 3.24045 -0.81045 0.004 0.029 0.015 -0.22
F 5.09251 4.17359 -0.57037 -0.007 -0.007 0.000 0.09
C 2.94901 3.32942 -0.15446 -0.056 -0.008 0.020 -0.15
F 2.75934 4.33094 0.72488 0.009 0.002 0.000 0.09
H -3.73773 2.77663 1.69419 0.003 0.000 0.011 0.10
H -3.14764 1.19156 2.26461 0.003 -0.002 -0.014 0.10
H -3.24235 1.50860 0.52975 0.004 0.011 -0.008 0.07
H -2.09203 3.82252 3.09113 -0.003 0.002 0.009 0.10
H -0.36871 3.43592 2.88731 -0.005 -0.025 0.007 0.09
H -1.46404 2.23393 3.59862 -0.021 0.003 0.000 0.09
H -2.02444 4.38918 0.69891 -0.031 -0.021 -0.015 0.13
H -1.85414 3.05012 -0.46395 0.034 -0.044 0.019 0.13
H 0.34644 4.44773 1.11093 0.049 -0.029 -0.034 0.10
H 0.18943 4.30176 -0.62988 -0.018 -0.004 -0.008 0.13
H 5.37894 2.12857 -2.18618 -0.001 -0.005 -0.004 0.14
C -2.43531 -0.72047 -3.23402 -0.002 -0.018 0.017 -0.05
C -2.70696 -1.31075 -1.84325 0.053 0.013 -0.039 -0.63
C -2.30566 -2.79081 -1.83066 -0.031 -0.023 0.029 -0.05
C -4.19630 -1.17894 -1.50581 -0.007 0.004 0.014 -0.06
C -1.90623 -0.57582 -0.84648 0.001 -0.017 0.001 -0.10
C -1.24113 0.04552 -0.05300 -0.160 0.024 -0.095 -0.12
H -3.01280 -1.25758 -3.98985 0.001 -0.001 0.003 0.08
H -1.37646 -0.79916 -3.48146 -0.003 0.004 -0.007 0.09
H -2.71628 0.33298 -3.26617 0.000 0.003 -0.003 0.08
H -2.90249 -3.34664 -2.55712 0.015 0.002 -0.012 0.09
H -2.47811 -3.22925 -0.84542 0.005 0.008 0.000 0.09
H -1.25262 -2.91156 -2.08746 0.003 0.004 -0.015 0.07
H -4.79549 -1.72058 -2.24086 -0.007 0.001 0.004 0.08
H -4.50564 -0.13231 -1.51651 0.005 0.003 -0.008 0.08
H -4.40723 -1.58767 -0.51658 0.001 -0.007 -0.003 0.08
F 1.32924 -3.90535 -1.97487 -0.005 0.001 0.001 0.09
C 1.78263 -3.85597 -0.71956 0.004 -0.014 0.002 -0.18
C 1.07583 -3.27785 0.25053 0.006 -0.001 -0.001 0.06
N 1.53451 -3.22627 1.55402 -0.002 -0.012 0.015 0.01
C 0.74013 -2.55563 2.56343 -0.024 -0.009 -0.001 -0.02
C 0.40902 -1.14405 2.15083 -0.098 -0.054 -0.011 -0.61
O -0.62815 -0.57118 2.59013 0.205 -0.052 -0.215 -0.06
O 1.14695 -0.54650 1.31304 0.167 -0.064 -0.029 -0.07
C 2.77325 -3.72295 1.91241 0.016 0.041 -0.013 -0.46
O 3.21913 -3.65752 3.03783 -0.007 -0.016 0.004 0.08
N 3.46711 -4.31225 0.87524 -0.016 -0.021 -0.001 0.22
C 3.09168 -4.44692 -0.46158 0.015 0.035 -0.012 -0.39
O 3.80367 -4.98805 -1.27138 -0.006 -0.015 0.004 0.11
H 0.12144 -2.80733 0.04932 -0.003 0.002 0.005 0.14
H 1.32493 -2.54103 3.48265 -0.013 -0.001 0.006 0.14
H -0.19262 -3.08756 2.75363 0.003 -0.003 0.002 0.15
H 4.37274 -4.68546 1.12168 0.000 0.001 0.003 0.17

(4)
62
Properties=species:S:1:pos:R:3:forces:R:3:lowdin_charge:R:1 method="wB97M-V/def2-TZVPD" total_energy_ha=-2212.736784 relative_energy_kcal_mol=0.0 smiles="O=C(CCCC(=O)OCC(F)(F)C(F)F)Nc1ccc(NC(=O)CCCC(=O)OCC(F)(F)C(F)F)cc1" e_homo_ev=-7.90 orbital_gap_ev=8.53 e_lumo_ha=0.0234
O -2.39234 -4.15938 0.94580 0.165 -0.182 0.264 0.07
C -2.89551 -3.29220 0.26348 -0.569 0.069 -0.306 -0.47
N -2.21204 -2.38271 -0.47986 -0.125 0.301 -0.307 0.14
C -0.83345 -2.20805 -0.60790 0.442 -0.052 0.052 -0.21
C 0.09773 -3.03246 0.01856 -0.128 -0.121 0.067 0.00
C 1.44641 -2.79848 -0.15177 0.100 0.314 -0.176 -0.01
C 1.89324 -1.74373 -0.94037 -0.369 -0.012 0.077 -0.23
C 0.96549 -0.92811 -1.57791 0.092 -0.029 -0.071 -0.02
C -0.38362 -1.15897 -1.40797 -0.019 -0.217 0.130 -0.01
H -1.09999 -0.51817 -1.90028 -0.096 0.102 -0.056 0.11
H 1.29889 -0.11595 -2.20139 0.009 0.053 -0.021 0.11
N 3.28004 -1.57175 -1.09363 0.081 -0.409 -0.002 0.14
C 3.94971 -0.44167 -1.39519 0.523 -0.271 -0.263 -0.47
O 3.42734 0.63750 -1.62136 -0.040 0.097 -0.069 0.05
C 5.46061 -0.61407 -1.42608 -0.003 0.047 0.124 -0.10
H 5.86974 0.18474 -2.04687 -0.096 -0.065 -0.023 0.13
C 6.05596 -0.51460 -0.01724 -0.049 0.163 -0.009 -0.17
H 5.70836 -1.34702 0.59852 0.110 -0.009 0.009 0.11
H 7.14290 -0.57250 -0.08954 -0.034 -0.039 0.026 0.12
C 5.65574 0.79183 0.66655 0.022 -0.256 -0.032 -0.08
C 4.26206 0.71627 1.23794 0.075 0.207 0.149 -0.48
O 3.69627 -0.28050 1.58935 -0.033 -0.119 0.051 0.13
O 3.74396 1.95615 1.36980 0.261 0.107 -0.225 0.02
C 2.48011 2.08465 1.98334 -0.608 -0.079 0.358 -0.04
H 2.27750 1.21707 2.62313 -0.037 0.240 -0.098 0.15
C 1.34123 2.19875 0.95939 0.230 0.184 0.031 -0.43
F 0.32347 2.91413 1.51278 0.110 0.274 0.143 0.10
F 0.80918 0.98674 0.68214 0.193 -0.137 -0.208 0.12
C 1.78135 2.86094 -0.36376 0.239 -0.619 -0.202 -0.29
F 0.68897 3.24525 -1.06133 -0.500 -0.080 -0.165 0.08
F 2.48169 3.98419 -0.10371 0.209 0.328 0.307 0.10
H 2.38256 2.17275 -0.97753 -0.265 0.281 0.321 0.14
H 2.50275 3.00630 2.57043 0.002 -0.152 -0.133 0.15
H 6.32259 0.99703 1.50806 -0.036 0.063 0.003 0.13
H 5.70723 1.63839 -0.01778 0.035 0.032 0.043 0.13
H 5.72129 -1.57434 -1.87364 0.011 0.010 -0.041 0.12
H 3.83031 -2.35650 -0.77256 0.022 0.189 -0.130 0.15
H 2.16380 -3.43813 0.34203 0.081 -0.069 0.082 0.11
H -0.24134 -3.84738 0.63549 -0.011 -0.017 0.006 0.10
H -2.76799 -1.69277 -0.97523 -0.079 -0.181 0.141 0.11
C -4.40568 -3.10261 0.17741 0.006 -0.131 0.147 -0.10
C -4.91425 -2.23249 1.33272 0.096 0.110 -0.161 -0.16
C -4.27389 -0.83942 1.41134 -0.140 -0.114 0.122 -0.08
C -4.47894 0.00219 0.18571 -0.027 0.067 0.238 -0.46
O -4.24797 -0.31694 -0.95171 0.016 -0.055 -0.195 0.10
O -4.95317 1.22078 0.51645 -0.100 0.023 0.315 0.03
C -5.03970 2.18661 -0.50780 0.170 0.347 -0.648 -0.05
H -5.02696 1.70527 -1.49403 -0.049 0.182 0.232 0.14
H -5.96481 2.75044 -0.36336 0.163 -0.054 -0.021 0.15
C -3.86333 3.16978 -0.43335 -0.087 -0.352 0.034 -0.44
F -3.90771 3.88336 0.71676 0.100 -0.184 0.285 0.12
F -3.99424 4.08003 -1.43295 -0.015 -0.177 -0.258 0.11
C -2.45821 2.53519 -0.55816 0.136 0.689 0.031 -0.30
F -2.24487 1.65843 0.44053 -0.001 -0.135 0.424 0.10
F -2.37830 1.84629 -1.71138 -0.089 -0.040 -0.462 0.10
H -1.67364 3.30388 -0.54056 -0.212 -0.121 0.036 0.16
H -3.19278 -0.94043 1.54226 -0.002 0.091 0.020 0.13
H -4.67096 -0.29408 2.26744 0.106 -0.034 -0.021 0.13
H -5.99746 -2.12546 1.24278 -0.001 -0.044 0.066 0.12
H -4.70263 -2.74484 2.27282 -0.071 0.023 0.000 0.12
H -4.68334 -2.66275 -0.77922 -0.016 -0.052 0.020 0.11
H -4.86936 -4.08647 0.26241 0.102 0.018 -0.052 0.12